# 1
84
Properties=species:S:1:pos:R:3:forces:R:3:mulliken_charge:R:1 method="wB97M-V/def2-TZVPD" lumo_ha=0.067 largest_force_ev_per_a=6.0 e_homo_ev=-4.788 total_charge=-1
C 3.5217 3.6914 -0.4285 -1.3 -0.1 0.6 -1.1012
C 2.6201 2.4333 -0.8410 -1.8 -2.4 -1.4 0.6881
C 2.5890 1.0804 -0.0538 -2.0 1.0 -3.0 -0.5586
C 1.6364 -0.0731 -0.5137 0.3 2.7 -1.4 -0.1841
C 0.6844 0.0281 -1.7435 2.4 3.6 0.4 -0.0384
C -0.2900 -1.1085 -2.2664 1.7 -0.4 2.0 -1.0033
C -1.7976 -1.0944 -1.7029 -1.0 0.6 -1.7 0.8959
C -2.2045 -2.6587 -1.9333 -1.6 1.4 -2.0 -1.1907
O -1.7141 -3.5358 -0.8734 -0.4 1.2 -0.4 -0.0866
N -1.3973 -4.7129 -1.5250 2.1 -0.5 -0.1 -0.0124
O -0.2189 -4.8877 -1.4815 -1.5 -0.4 0.1 -0.2823
O -2.4901 -0.1898 -2.6198 0.2 -2.7 0.6 -0.6217
B -2.8979 1.0962 -1.9634 1.0 0.1 -0.9 1.5980
C -2.4877 2.2124 -3.1024 1.6 0.0 -0.6 0.0866
O -3.6604 2.8698 -3.6820 0.1 -0.8 -1.3 -0.4658
C -4.3288 2.0373 -4.6359 -1.2 -0.6 0.9 -0.2069
O -4.4176 2.6101 -5.9680 1.2 -0.1 0.7 -0.4317
C -3.1122 2.7973 -6.5535 0.0 -0.2 -0.9 -0.3164
C -2.3386 1.4488 -6.9473 0.5 -0.2 1.0 0.0018
O -0.9402 1.8399 -7.2126 -1.1 0.1 0.9 -0.5664
O -2.1006 1.0362 -0.6992 0.7 -1.4 0.9 -0.6789
C -2.1619 -0.3783 -0.3176 -0.6 0.9 0.7 1.5043
C -1.2544 -0.8857 0.9028 0.2 0.1 0.3 -1.2385
C -0.6906 0.2557 1.8782 0.5 -1.0 1.0 -0.2162
C 0.5355 -0.4299 2.7213 -0.6 -1.3 -1.0 -0.2302
S 0.3778 -0.1565 4.5553 0.1 0.0 0.2 -0.2976
C -3.6957 -0.4258 0.2421 -0.3 -0.1 0.1 -0.6872
C -3.9625 0.6254 1.3466 -4.1 -1.9 0.0 -0.3025
C -5.4134 0.6216 1.9554 2.5 -3.4 -4.3 -0.6114
C -6.3047 -0.4819 1.2965 1.2 0.5 -0.3 -0.3831
C -5.8775 -1.4272 0.1678 1.5 3.0 2.5 -0.2736
N -4.5548 -1.3768 -0.3466 -1.4 2.2 3.2 -0.1429
C 0.7658 1.3854 -2.5340 2.4 -0.3 3.0 -0.0514
C 1.7141 2.5503 -2.0874 -0.5 -3.1 1.4 -0.8375
H 3.6030 4.4790 -1.2700 0.0 -1.6 1.2 0.3042
H 2.9460 4.2256 0.4213 1.0 -0.8 -1.2 0.2494
H 4.5332 3.4004 0.0112 -1.3 0.3 -0.9 0.2968
H 3.2816 0.9905 0.8611 -1.3 -0.1 -1.6 0.1545
H 1.6707 -1.0221 0.1142 -0.1 1.4 -1.1 0.5302
H 0.1744 -2.1176 -1.9339 -0.5 1.6 -0.5 0.4359
H -0.2947 -1.1277 -3.4053 -0.4 0.3 1.6 0.3850
H -1.6943 -2.9563 -2.9293 -0.7 0.5 1.6 0.4499
H -3.3341 -2.7565 -2.1419 1.7 0.1 0.9 0.3100
H -4.0813 1.2979 -1.8463 -0.5 -0.5 0.5 -0.4005
H -1.9714 1.6531 -3.9817 -0.5 0.8 1.3 -0.3679
H -1.7144 2.9719 -2.7227 -1.4 -0.5 -0.6 0.1291
H -3.8959 0.9875 -4.7485 -0.1 1.4 0.6 0.1058
H -5.4111 1.8968 -4.2517 1.6 0.4 -1.0 0.2394
H -2.4441 3.4158 -5.8641 -0.8 -0.8 -0.8 0.2674
H -3.2758 3.3845 -7.5330 0.2 -0.8 1.6 0.2513
H -2.7749 0.8971 -7.8433 0.7 1.1 1.0 0.3163
H -2.2705 0.6780 -6.0920 -0.6 1.2 -1.1 -0.0868
H -0.6769 2.2577 -6.3538 -0.1 -0.5 -1.1 0.3242
H -0.3912 -1.5655 0.5399 -1.4 1.3 0.4 0.4762
H -1.9146 -1.5750 1.5548 1.0 1.0 -1.0 0.3751
H -0.3150 1.1963 1.3541 -0.8 -1.4 0.6 0.1890
H -1.4896 0.4752 2.6840 1.3 0.0 -1.5 0.4971
H 0.4708 -1.5690 2.5327 0.2 1.8 0.4 0.3267
H 1.5634 -0.1002 2.3588 -1.4 -0.3 0.7 -0.2500
H 0.1602 -1.3696 5.1897 0.2 0.6 -1.2 0.1324
H -3.1873 1.3791 1.7265 -1.3 -1.5 -1.0 0.3255
H -5.7606 1.3342 2.7674 0.4 -1.2 -1.3 0.3364
H -7.3840 -0.5786 1.6803 1.8 0.1 -0.7 0.2399
H -6.6212 -2.1945 -0.2400 1.3 1.3 0.6 0.3200
H 0.1434 1.5556 -3.4687 0.8 -0.4 1.5 0.1483
H 1.6914 3.5051 -2.7323 0.2 -1.6 1.3 0.1803
C 6.1460 -1.8666 6.3762 0.4 0.4 0.6 -0.7205
C 5.1330 -2.9936 6.0793 -0.5 0.9 0.4 0.9014
C 5.2938 -3.7041 4.7337 -0.1 -0.8 -0.4 0.0915
F 5.1546 -2.8752 3.6852 0.0 0.1 0.1 -0.1712
F 4.3413 -4.6620 4.5924 0.0 0.1 0.4 -0.2758
F 3.8789 -2.5065 6.2278 0.2 -0.2 -0.2 -0.2523
F 5.2879 -3.9318 7.0621 0.3 -0.1 -0.3 -0.3371
O 5.7229 -0.5195 6.1217 -0.3 -0.4 -1.4 -0.4020
C 5.8517 -0.0364 4.7996 1.0 -0.6 1.3 0.7643
C 4.4988 0.2713 4.1464 -0.9 0.2 -0.2 0.2518
F 3.6987 -0.8124 4.1197 0.4 0.1 0.1 -0.1443
F 4.6638 0.6694 2.8610 0.4 0.0 0.2 -0.2768
F 6.6034 -0.8915 4.0796 -0.2 0.3 -0.3 -0.2688
F 6.5739 1.1051 4.8905 -0.5 0.1 -0.2 -0.3041
H 6.3095 -1.8885 7.4576 -0.3 0.0 -0.1 0.4031
H 7.1303 -2.0693 5.9450 -0.3 -0.1 -0.2 0.3266
H 6.2689 -4.1953 4.6620 0.1 0.1 0.2 0.2472
H 3.9748 1.0617 4.6896 0.2 0.0 0.1 0.2185

# 2
91
Properties=species:S:1:pos:R:3:forces:R:3:mulliken_charge:R:1 method="wB97M-V/def2-TZVPD" lumo_ha=-0.001 largest_force_ev_per_a=3.6 e_homo_ev=-8.602 total_charge=0
C -4.6310 1.6904 -8.0302 -2.2 1.4 -0.2 0.2041
C -3.6408 1.0627 -7.8379 3.5 -0.7 0.2 -0.9532
C -2.1983 0.5309 -7.6765 -1.5 -0.6 0.4 -0.4635
C -2.0585 -0.3492 -6.3548 0.4 0.3 -1.3 -0.3898
C -0.7057 -1.1529 -6.5009 -0.9 -0.4 0.5 -1.6782
C 0.0177 -1.4502 -5.1114 1.1 0.0 -1.9 1.3611
C 0.8588 -2.7630 -5.3673 -2.0 2.5 1.4 0.0266
N 1.3416 -3.7883 -5.2697 0.7 -1.4 -0.3 -0.6890
O -0.8564 -1.5734 -4.0254 0.7 -0.6 -1.1 -0.0827
C -1.7046 -2.7341 -4.1158 -2.1 -0.9 1.6 -0.1785
C -2.7560 -2.6048 -2.9371 0.9 1.0 0.3 -0.5068
C -3.5085 -1.2097 -2.9332 0.3 -1.0 0.5 -0.8590
C 1.0963 -0.3071 -4.7988 -0.5 1.1 0.8 0.4130
Br 2.6960 -0.6623 -5.9382 -0.5 0.6 0.5 0.0456
C 0.6095 1.0920 -5.2197 0.5 -3.1 0.5 -0.0526
N 0.1585 2.0528 -5.6339 -0.3 1.1 -0.2 -0.5944
C 1.4647 -0.2152 -3.2684 1.2 -0.1 0.3 -0.7560
C 2.2783 -1.4526 -2.7436 -0.9 -0.5 -0.2 -0.7439
C 2.6063 -1.3913 -1.2108 -0.3 -1.9 -1.4 0.8696
F 3.1239 -2.6550 -0.9061 -0.4 1.4 0.0 -0.3813
F 1.4232 -1.2893 -0.5145 1.2 0.4 -0.1 -0.2570
C 3.7262 -0.3515 -0.8089 0.9 -0.5 -1.1 0.5092
F 4.6824 -0.9643 -0.0319 -1.4 1.1 -0.2 -0.2969
F 4.3989 -0.0495 -1.9887 -0.9 -0.2 1.1 -0.3172
C 3.2401 1.0288 -0.2197 1.2 1.4 -0.6 0.6660
F 2.0055 1.4177 -0.6743 1.1 -1.1 0.8 -0.2356
F 4.0993 1.9851 -0.7473 -0.7 -1.0 0.8 -0.3413
C 3.3938 1.2053 1.3479 -0.1 1.7 0.3 0.5486
F 2.9431 2.4956 1.6008 0.1 -1.4 -0.2 -0.2768
F 4.7105 1.2225 1.7211 -1.4 -0.8 -0.6 -0.3026
C 2.5091 0.2632 2.2310 -0.8 -1.2 -0.1 0.6861
F 1.1922 0.4683 1.8544 1.4 0.2 0.6 -0.3630
F 2.7334 -1.0745 1.9872 0.2 1.6 -0.1 -0.3095
C 2.6669 0.4478 3.8016 0.5 -1.3 0.8 0.5088
F 3.3735 -0.6500 4.2625 -0.7 1.2 -0.6 -0.3033
F 3.3935 1.5354 4.1795 -1.0 -0.6 -0.6 -0.2658
C 1.2843 0.3844 4.5930 1.0 -0.2 1.5 0.5721
F 1.6571 0.2311 5.9188 -0.3 0.3 -1.3 -0.2902
F 0.5724 -0.7345 4.2941 0.7 1.4 -0.3 -0.2672
C 0.4353 1.7240 4.5279 -2.5 -0.5 0.0 0.7104
F 0.8743 2.6287 3.6334 0.1 -0.7 1.2 -0.2154
F -0.8429 1.3913 4.1430 1.3 0.3 0.2 -0.2970
F 0.3055 2.2326 5.7788 0.7 0.0 -1.6 -0.2040
H -5.5202 2.3232 -8.1638 1.0 -0.9 0.1 0.4041
H -1.4618 1.3766 -7.6898 -0.8 -0.8 0.0 0.3431
H -2.0077 -0.1738 -8.5294 -0.1 0.8 0.6 0.3361
H -2.9001 -1.0816 -6.4017 0.6 0.7 0.5 0.3953
H -2.1132 0.2984 -5.4506 0.0 -0.6 -0.6 0.3011
H -0.0438 -0.6300 -7.2336 -0.2 -0.5 0.8 0.5731
H -0.9718 -2.1571 -6.9310 0.4 1.0 0.2 0.5183
H -2.3056 -2.7991 -5.0564 0.9 0.2 0.4 0.1552
H -1.1694 -3.6989 -3.9213 -0.1 1.0 -0.6 0.0366
H -2.1440 -2.6360 -1.9885 -0.7 -0.2 -0.8 0.1572
H -3.4431 -3.4785 -2.9288 0.6 0.8 -0.2 0.4833
H -3.6738 -0.8680 -3.9830 -0.1 0.0 1.0 0.1470
H -4.4743 -1.3462 -2.3791 0.7 0.3 -0.7 0.3490
H -2.9056 -0.4832 -2.3301 -0.5 -0.4 -0.9 0.2081
H 2.0927 0.7004 -3.1317 -0.6 -0.6 -0.2 0.5444
H 0.5586 -0.1100 -2.6189 0.5 0.0 -1.0 0.2375
H 1.6019 -2.3484 -2.8511 0.7 0.8 0.4 0.1491
H 3.1781 -1.7039 -3.3625 -0.7 0.5 0.8 0.4142
C -3.0761 -7.9723 -2.7034 -0.1 -0.1 -0.1 -1.0512
S -2.1575 -6.4624 -2.3530 0.0 -0.1 0.0 0.4968
O -2.6496 -5.4128 -3.2929 0.1 -0.6 0.0 -0.5555
C -0.5767 -7.0511 -2.9863 0.1 0.0 -0.1 -0.9697
H -4.1159 -7.8150 -2.4186 0.1 0.1 0.0 0.3317
H -3.0219 -8.2015 -3.7685 0.0 0.1 0.0 0.3164
H -2.6612 -8.7945 -2.1189 0.0 0.1 0.0 0.4090
H -0.6797 -7.3378 -4.0337 -0.1 0.0 0.0 0.3128
H -0.2423 -7.9031 -2.3932 0.0 0.0 0.0 0.4412
H 0.1504 -6.2437 -2.9013 -0.1 0.0 0.0 0.2571
C -3.3727 2.8797 8.8675 -0.1 -0.1 -0.1 -0.9351
S -2.7165 4.5384 8.6065 0.0 0.1 0.1 0.5589
O -3.8562 5.4111 8.2072 0.1 -0.2 -0.1 -0.6554
C -1.7905 4.1401 7.1140 0.0 -0.1 -0.1 -0.8848
H -4.0213 2.9018 9.7425 0.1 0.1 0.0 0.3252
H -3.9491 2.5663 7.9957 0.0 0.1 0.0 0.2928
H -2.5492 2.1865 9.0445 0.0 0.1 0.0 0.3353
H -2.4651 3.7471 6.3512 -0.1 0.0 0.1 0.3972
H -1.0204 3.4071 7.3500 0.0 0.1 0.1 0.2458
H -1.3206 5.0521 6.7472 0.0 0.0 0.1 0.3286
C 3.1578 4.8125 7.1390 0.0 0.0 -0.1 -0.8532
S 2.5242 5.3519 8.7386 0.0 0.0 0.0 0.4542
O 1.3306 4.5183 9.0480 0.0 0.1 -0.2 -0.5635
C 1.9287 6.9560 8.1722 -0.1 0.1 -0.1 -0.8988
H 3.5497 3.8017 7.2490 0.0 0.0 0.1 0.2946
H 2.3535 4.8122 6.4015 0.0 0.0 0.1 0.2022
H 3.9606 5.4792 6.8214 0.0 0.0 0.0 0.4227
H 1.2022 6.8206 7.3696 0.0 -0.1 0.0 0.2435
H 2.7710 7.5537 7.8213 0.0 0.0 0.0 0.3723
H 1.4518 7.4609 9.0116 0.0 -0.1 0.0 0.3267

Ordered HOMO-LUMO gap results: 6.62; 8.56; unit eV.